Entry 1:
# C3H6N2O

The molecule C3H6N2O in a non-equilibrium geometry (the ωB97M-V functional and the def2-TZVPD basis, OMol25).

Last column: Mulliken charge in e.
Cartesian coordinates (Å):
N  2.241  -1.050  -0.771  -0.3117
C  1.511  -0.195  -1.084  -0.0823
C  0.420  -0.053  -0.033  0.6729
N  0.408  1.230  0.622  -0.6795
C  -0.947  -0.504  -0.519  -0.6231
O  -1.840  -0.467  0.569  -0.5282
H  0.796  -0.871  0.627  0.0702
H  0.367  1.085  1.624  0.2648
H  1.218  1.799  0.407  0.2742
H  -1.302  0.104  -1.359  0.2844
H  -0.871  -1.547  -0.842  0.3235
H  -2.000  0.468  0.759  0.3349

Calculated values
energy above the lowest of the compared OMol25 structures with the same formula, charge and spin	3.2930	eV
orbital gap	9.78	eV
E	-302.57208	Eh
highest occupied orbital energy	-10.0	eV
LUMO energy	-0.2	eV

***

Entry 2:
# C3H6N2O

A 2-piece molecular cluster, C3H6N2O overall in a non-equilibrium geometry (the ωB97M-V functional and the def2-TZVPD basis, OMol25).

Last column: Mulliken charge in e.
Cartesian coordinates (Å):
N  -0.469  0.514  -2.301  -0.3077
C  0.076  1.131  -1.488  0.2294
C  0.748  1.996  -0.498  0.1093
O  1.493  1.572  0.346  -0.3916
H  0.508  3.064  -0.609  0.3279
C  -0.792  -1.213  0.987  -0.6998
N  0.448  -1.429  0.256  -0.6524
H  -1.356  -0.299  0.724  0.2325
H  -0.575  -1.171  2.059  0.2972
H  -1.458  -2.066  0.823  0.2900
H  1.108  -0.680  0.444  0.2826
H  0.269  -1.420  -0.743  0.2826

Calculated values
energy above the lowest of the compared OMol25 structures with the same formula, charge and spin	2.4086	eV
orbital gap	7.97	eV
E	-302.60458	Eh
highest occupied orbital energy	-9.1	eV
LUMO energy	-1.1	eV

***

Entry 3:
# C3H6N2O

A 2-piece molecular cluster, C3H6N2O overall in a non-equilibrium geometry (the ωB97M-V functional and the def2-TZVPD basis, OMol25).

Last column: Mulliken charge in e.
Cartesian coordinates (Å):
C  1.630  0.749  0.953  -0.2704
C  1.331  0.495  -0.372  -0.2829
N  -0.037  0.430  -0.414  -0.0382
C  -0.500  0.704  0.839  -0.1460
N  0.501  0.903  1.662  -0.5544
H  2.604  0.927  1.373  0.3757
H  1.915  0.059  -1.167  0.3309
H  -0.536  0.240  -1.272  0.2248
H  -1.558  0.761  1.025  0.3689
O  -2.152  -2.287  -1.823  -0.6558
H  -1.197  -2.506  -1.824  0.3252
H  -2.520  -2.298  -0.948  0.3222

Calculated values
energy above the lowest of the compared OMol25 structures with the same formula, charge and spin	1.0319	eV
orbital gap	9.43	eV
E	-302.65518	Eh
highest occupied orbital energy	-8.9	eV
LUMO energy	0.5	eV

***

Entry 4:
# C3H6N2O

The molecule C3H6N2O in a non-equilibrium geometry (the ωB97M-V functional and the def2-TZVPD basis, OMol25).

Last column: Mulliken charge in e.
Cartesian coordinates (Å):
H  0.967  2.024  -0.289  0.2380
N  0.109  1.426  -0.180  -0.5852
C  0.232  0.123  -0.230  0.5319
C  -1.061  -0.604  -0.043  -0.3464
C  -2.207  -0.007  0.131  -0.6320
N  1.365  -0.680  -0.289  -0.2241
O  2.554  0.052  0.241  -0.4431
H  -0.844  -1.654  0.091  0.3163
H  -3.118  -0.628  0.338  0.2389
H  -2.252  1.086  0.192  0.3264
H  1.680  -0.999  -1.150  0.2445
H  2.574  -0.138  1.188  0.3347

Calculated values
energy above the lowest of the compared OMol25 structures with the same formula, charge and spin	3.9395	eV
orbital gap	9.98	eV
E	-302.54832	Eh
highest occupied orbital energy	-9.4	eV
LUMO energy	0.5	eV

***

Q: Look up the orbital gap of the fourth one.
A: 9.98 eV

***

Q: The highest highest occupied orbital energy belongs to which entry?
A: number 3

***

Copy entry 1 word for word.
# C3H6N2O

The molecule C3H6N2O in a non-equilibrium geometry (the ωB97M-V functional and the def2-TZVPD basis, OMol25).

Last column: Mulliken charge in e.
Cartesian coordinates (Å):
N  2.241  -1.050  -0.771  -0.3117
C  1.511  -0.195  -1.084  -0.0823
C  0.420  -0.053  -0.033  0.6729
N  0.408  1.230  0.622  -0.6795
C  -0.947  -0.504  -0.519  -0.6231
O  -1.840  -0.467  0.569  -0.5282
H  0.796  -0.871  0.627  0.0702
H  0.367  1.085  1.624  0.2648
H  1.218  1.799  0.407  0.2742
H  -1.302  0.104  -1.359  0.2844
H  -0.871  -1.547  -0.842  0.3235
H  -2.000  0.468  0.759  0.3349

Calculated values
energy above the lowest of the compared OMol25 structures with the same formula, charge and spin	3.2930	eV
orbital gap	9.78	eV
E	-302.57208	Eh
highest occupied orbital energy	-10.0	eV
LUMO energy	-0.2	eV